24
Properties=species:S:1:pos:R:3:forces:R:3 method="wB97M-V/def2-TZVPD" s_squared=2.015 mol_weight_g_mol=163.30 homo_lumo_gap_ev="4.7 / 7.6" lumo_energy_ev="0.60 / -1.57" multiplicity=3
C -2.6546 0.2816 -1.3694 -0.0526 0.0590 -0.1635
C -2.3329 -1.0593 -1.2425 0.0261 -0.0351 -0.1104
C -2.8037 1.0663 -0.2383 -0.0209 0.0574 0.0177
C -2.1539 -1.6122 0.0142 0.0376 -0.0769 0.0054
C -2.6179 0.5128 1.0178 -0.0299 0.0767 0.0869
C -2.2884 -0.8263 1.1465 0.0122 0.0128 0.0574
C 1.3241 2.0550 0.3670 0.5533 1.6550 0.4535
C 1.0126 0.9001 -0.2011 0.1291 -3.1948 -0.2617
C 1.5173 -2.2500 0.2244 -0.2486 -2.4209 0.4228
N 3.6748 -0.2010 -0.5891 0.5489 -1.1817 0.3910
Si 2.0793 -0.6360 -0.1670 -0.6357 5.2344 -1.0590
H -2.7925 0.7147 -2.3522 0.0047 -0.0022 0.0081
H -2.2194 -1.6735 -2.1239 0.0037 -0.0487 -0.0672
H -3.0607 2.1111 -0.3356 -0.0071 0.0781 -0.0026
H -1.9107 -2.6602 0.1064 0.0178 -0.1276 0.0255
H -2.7319 1.1292 1.8974 0.0217 0.0398 0.0750
H 0.6505 2.9001 0.3636 -0.0651 0.1175 -0.1821
H 2.2665 2.2134 0.8694 0.1309 0.0068 0.1523
H 0.0408 0.7924 -0.6635 -0.3068 -0.0355 0.1446
H -2.1336 -1.2542 2.1272 -0.0165 -0.0256 0.0533
H 0.5111 -2.4152 0.5689 -0.1278 0.0427 0.0493
H 2.1762 -3.0951 0.2942 0.0808 -0.3513 -0.1082
H 3.9511 0.6881 -0.9677 -0.2891 0.0252 -0.0184
H 4.4422 -0.8425 -0.4939 0.2331 0.0947 0.0301